Below is C12H30ClHoINO2P2 as an isolated structure, with properties calculated with ωB97M-V with the def2-TZVPD basis set.

max |F|: 5.10 eV/Å
LUMO level (alpha / beta): -7.0241 / -6.9932 eV
2S+1: 5
gap between HOMO and LUMO (alpha / beta): 6.9 / 7.0 eV
calculated total energy: -83504.29447 eV
energy above the lowest of the compared OMol25 structures with the same formula, charge and spin: 0.0 kcal per mole
total charge: +2

Element x y z (Å)
C 0.0899 1.2413 2.6178
H -4.6506 0.0139 0.2953
H -0.7473 2.5765 4.9086
P -2.6399 -0.9645 -0.6911
O -0.0832 -0.0259 -1.9617
C -3.5306 -2.5624 -0.5073
H 4.6361 -2.5808 -0.7108
H -0.8934 -0.1611 -4.9520
H -2.9985 -1.0184 -3.0928
H 0.0292 0.2744 4.4977
H -4.5877 -2.4439 -0.7338
P 2.7911 -0.9762 -0.6553
C 0.0694 -0.5748 -3.1267
H -1.9284 2.9600 1.7674
H 3.4483 -2.9448 0.5824
C -3.5821 0.0972 0.4929
Cl 0.0113 -2.2784 -3.2957
H 3.0566 -3.3291 -1.0910
H -4.4667 -0.4805 -2.2428
H 0.8936 -0.6696 3.2545
H 3.0225 -1.1164 -3.0657
C -0.8728 3.2019 1.7836
H -0.4745 2.9668 0.8000
H -0.4856 4.1635 4.0995
H 3.1394 0.5602 -2.4897
C -0.1218 3.1308 4.1806
H 3.4648 1.1376 0.3644
I -0.1881 -3.7810 0.3810
H -3.3751 -2.9304 0.5030
C 3.5798 -2.6203 -0.4480
H 1.7133 0.7896 3.9246
C 0.0228 0.1608 -4.3990
H -3.0904 0.6311 -2.4678
H -3.3686 -0.2096 1.5180
C 3.7933 0.0947 0.4547
Ho 0.1073 -0.7067 0.0902
H 0.8986 -0.1367 -5.0167
C 0.7218 0.3710 3.6338
H 3.6562 -0.2054 1.4985
H 4.5436 -0.5356 -2.3195
C 3.4430 -0.4742 -2.2827
H -0.0293 1.1961 -4.0360
H 0.9250 3.1352 4.5309
H -3.2702 1.1398 0.3868
C -3.3691 -0.4076 -2.2627
H -0.7396 4.2464 1.9674
H -3.0693 -3.2778 -1.1852
N -0.1933 2.4965 2.8505
H 4.8577 0.0390 0.2023
O -0.1585 0.7879 1.4471

***

Below is C12H30F2KNO12P2S2 as an isolated structure, with properties calculated with ωB97M-V with the def2-TZVPD basis set.

max |F|: 4.99 eV/Å
LUMO level: -0.0511 eV
gap between HOMO and LUMO: 9.5 eV
calculated total energy: -101004.51312 eV
energy above the lowest of the compared OMol25 structures with the same formula, charge and spin: 39.8 kcal per mole
total charge: 0

Element x y z (Å)
O -0.0326 -1.2697 2.0513
H 1.5894 -1.0268 0.0085
H 2.4280 -0.1369 2.5989
S -2.6234 6.0729 -1.2470
C 3.5346 1.1364 -3.3294
C -2.1669 -4.2753 1.6016
H -1.1408 0.6310 5.2899
H -2.0868 -5.0673 2.3406
O -4.1069 5.6002 1.5307
H -0.0675 -0.9493 4.1157
C 0.8022 -1.7871 -4.7471
H -2.1299 1.8010 2.7776
H -3.4657 0.9991 3.5812
H 1.9741 0.5546 4.1222
H 3.5735 1.9513 -4.0493
O -2.0772 -0.3046 3.1556
H 5.7629 1.2408 -3.0166
H 1.2362 -3.2876 -0.0396
C 2.3625 -1.5704 -0.5254
H 3.3633 -1.1426 -0.4743
S -3.2293 4.7585 0.7503
H 1.2814 -1.9536 3.3677
O 2.0574 -1.6179 -1.9565
H -0.9703 -1.9004 -6.0498
H 2.8732 -3.7212 -0.5839
O -2.3005 -1.9045 1.2144
H 5.2576 -0.1817 -3.9615
H 2.7098 -3.0146 0.9825
H 1.5342 -2.5182 -4.3876
F -1.3971 6.8143 -1.9228
H -0.9831 -2.9880 -4.6951
C -2.3795 1.0874 3.5592
H -2.8925 -4.5410 0.8319
O 2.6543 0.0668 -3.6689
N -1.8505 5.3869 -0.0655
C 4.9549 0.5303 -3.1988
H -3.7194 -2.9251 2.2550
H 1.0627 1.0265 2.7779
O -3.8237 3.5999 0.1112
H -2.1459 -2.7976 3.1408
C 2.2832 -2.9958 -0.0224
H -1.2055 -4.0971 1.1204
H 4.8948 0.0094 -2.2351
O 1.0187 0.7727 -1.8104
P -1.4809 -0.6547 1.7202
K -0.8922 2.7827 -0.7568
O -3.4343 7.1756 -0.8141
F -2.3652 3.9619 1.8665
C -0.3170 -2.5059 -5.4177
H -1.1424 2.3351 4.7093
O -1.5203 0.4503 0.7447
O 0.3687 -0.8961 -3.6840
O -3.1231 5.2541 -2.3437
H 3.3530 1.5244 -2.3305
H -0.0033 -3.3281 -6.0621
C -2.6356 -2.9330 2.1783
C 1.5605 0.1481 3.1947
P 1.4750 -0.3324 -2.6806
C -1.7397 1.4410 4.8838
C 0.6391 -1.0808 3.3033
H 1.3712 -1.1150 -5.3963
H -2.5277 1.7068 5.5866

***

Below is C12H30F2LiNO10S2 as an isolated structure, with properties calculated with ωB97M-V with the def2-TZVPD basis set.

max |F|: 4.74 eV/Å
LUMO level (alpha / beta): 1.8132 / 1.8108 eV
2S+1: 2
gap between HOMO and LUMO (alpha / beta): 2.6 / 6.7 eV
calculated total energy: -62200.44225 eV
energy above the lowest of the compared OMol25 structures with the same formula, charge and spin: 6.3 kcal per mole
total charge: -1

Element x y z (Å)
C 0.9648 -2.0568 -2.4355
C 1.5918 0.8879 2.1334
H -1.2145 -3.3720 -1.9011
F -3.3417 0.2652 -2.1009
C 0.1882 2.9438 -1.6063
S -3.7498 1.1274 -0.8157
H -1.8676 -1.7399 3.1821
H -0.8353 1.0486 -4.4316
H 3.6927 -1.6942 1.3509
F -1.5409 2.1797 1.9395
O -4.1471 2.3807 -1.5064
O -3.8964 1.6811 2.0549
H 1.6216 1.0118 3.2159
H 0.6848 -2.7498 -3.2289
H 4.0349 -0.8059 5.0349
C -1.8388 -2.6381 -0.0975
H 0.9047 1.6416 -4.3673
H 1.7644 -2.5093 -1.8490
H 3.1619 -2.9414 2.4080
C -0.9533 2.7516 -2.6399
H 3.4590 -2.4377 4.7745
H -1.7023 3.5237 -2.4635
H -1.3625 1.7487 -2.5182
O 1.1025 -0.1573 1.3436
O 3.6159 -1.0421 3.1935
H 2.7895 1.2172 -0.7314
H 1.1633 1.8164 1.7561
C -0.7371 -2.8643 -1.0630
S -2.9304 2.2002 1.0712
H -3.2115 -1.4834 2.0703
Li -0.6620 0.1043 -0.1702
N -2.2454 1.1219 0.0986
H 1.2574 -2.1450 0.9591
C 3.3052 -1.3986 4.4832
C -0.1231 1.8377 -4.6728
H 2.6438 1.0873 1.9292
H -2.0653 -3.6446 0.2541
H -0.0885 -3.5384 -0.5036
O -4.7894 0.2141 -0.3351
O -0.1419 -1.7055 -1.6008
H -2.6506 -3.0572 2.4236
H 2.2929 -1.0706 4.7195
H -0.2286 2.9232 -0.5994
O -0.4640 2.9897 -3.9230
O 1.0376 1.7570 -1.5921
C -2.2917 -2.0471 2.2261
H -0.0647 1.9060 -5.7591
C 3.0185 -1.8838 2.1862
H 3.0228 2.5438 -1.6724
H 0.9235 -1.5778 2.6813
O -3.0573 3.6224 0.6464
H 1.2913 -1.1477 -2.9404
O -1.4465 -1.8879 1.0588
C 2.2922 2.1596 -0.9606
H 2.3001 2.7126 -0.0213
H -2.6446 -2.2332 -0.7098
C 1.5515 -1.5078 1.7932
H 0.6164 3.9325 -1.7711

***

Below is C12H30F4KN2O16P2S4 as an isolated structure, with properties calculated with ωB97M-V with the def2-TZVPD basis set.

max |F|: 9.26 eV/Å
LUMO level: -0.2449 eV
gap between HOMO and LUMO: 6.6 eV
calculated total energy: -137786.59805 eV
energy above the lowest of the compared OMol25 structures with the same formula, charge and spin: 188.2 kcal per mole
total charge: -1

Element x y z (Å)
H 6.1065 -4.7057 -4.2784
H 3.2136 4.4964 2.4940
F -6.9481 -0.2841 -0.9688
F -0.8353 1.0693 -9.3819
N -8.0226 1.5590 -1.5659
O 4.1686 -4.0407 -1.7550
H -0.1635 -3.7951 -1.5036
C -2.7700 5.2501 4.5328
C -0.4497 1.7938 4.5210
C 2.6582 4.5385 3.4309
H -2.5990 1.7013 4.9566
P 0.2012 3.7740 2.9088
H -3.6426 5.8207 4.2150
H -1.9874 0.1594 4.3579
O -9.4720 2.8889 0.2247
C -1.7302 1.0432 4.9417
S -8.4497 2.9900 -0.8086
C 3.7685 -4.2742 1.2858
O -2.1451 -3.1997 -8.9693
S -6.8933 1.2895 -0.6327
H 0.3755 1.0842 4.4623
H 2.1120 5.4737 3.3076
H 5.2872 -4.5540 2.7324
O -7.1159 1.2026 0.8335
C 3.5264 4.7013 4.5648
C -1.6938 5.5116 3.5634
F -9.2008 3.5661 -2.0931
H -0.3437 2.6099 5.2358
H -2.8684 4.1782 4.7043
H 5.6255 -3.1621 1.6147
H 3.8917 -4.8015 -3.7372
C 0.4323 -4.1383 -0.6578
O -5.5745 1.7463 -1.1425
H 3.0363 4.9968 5.4924
O 2.5447 -1.9625 -1.6410
H 4.3432 5.4056 4.4072
C 5.9401 -4.4745 -3.2263
H -2.0927 5.1357 2.6212
O 3.3457 -3.1573 0.4933
H 4.3855 -3.0901 -3.7091
H -1.2131 -5.0914 0.0919
H -1.6082 0.7531 5.9853
H -1.5367 6.5669 3.3406
P 2.9151 -3.2840 -1.0513
H -0.2254 -6.2458 -0.7136
H -2.5144 5.7249 5.4801
K -0.6009 2.6517 -4.2633
H 2.9251 -4.7034 1.8268
C 4.4223 -4.0368 -3.1700
H 6.3091 -5.2904 -2.6048
N -1.8660 -0.5269 -8.2734
O -0.5146 4.7863 3.9410
S -1.6595 -2.2006 -8.0551
C -0.1714 -5.3705 -0.0663
O 1.6519 3.5578 3.5984
H 0.5446 -3.3502 0.0868
O -0.5149 2.3498 3.2259
H 6.5598 -3.6130 -2.9773
H 4.3913 -3.0919 2.9839
O 0.5458 -0.7642 -9.0404
H 4.0278 3.7335 4.5678
O 0.2240 4.2286 1.4714
S -0.8535 -0.5607 -9.4022
F -2.9012 -2.3028 -7.0308
O -0.6029 -2.5191 -7.1079
C 4.8802 -3.6869 2.2124
O 1.7540 -4.4483 -1.0450
H 4.0905 -5.0533 0.5948
O -7.4559 4.0278 -0.5886
H 0.2507 -5.6610 0.8957
O -1.2179 -0.9254 -10.7440